Entry from the OMol25 dataset: an isolated molecule of C4H6N2O2 in a non-equilibrium geometry (the ωB97M-V functional and the def2-TZVPD basis).

The geometry in XYZ format:
```
14
Properties=species:S:1:pos:R:3
O 1.292 -1.650 -0.029
O -0.922 -1.460 0.028
N -0.134 1.694 -0.043
N 1.953 0.458 0.053
C -1.957 -0.559 -0.026
C 0.569 0.459 -0.043
C 2.328 -0.716 -0.009
C 0.247 -0.868 -0.031
H -0.161 2.018 0.952
H -1.818 0.023 -0.967
H 0.253 2.437 -0.703
H 3.419 -1.056 -0.011
H -2.073 0.222 0.734
H -2.996 -1.001 0.095
```

HOMO-LUMO gap, Ha: 0.3427
ΔE to the lowest compared entry with this formula, charge and spin, eV: 2.5343
Calculated total energy, eV: -11318.5075
HOMO level, eV: -8.41


Entry from the OMol25 dataset: the ion C4H6N2O2P with charge -1 in a non-equilibrium geometry (the ωB97M-V functional and the def2-TZVPD basis).

The geometry in XYZ format:
```
15
Properties=species:S:1:pos:R:3
P -0.219 -1.444 0.630
O -1.643 -1.875 0.456
O 0.441 -1.755 1.878
N -1.329 2.332 -0.177
N -0.405 0.381 0.326
C 0.012 2.486 0.155
C -1.526 1.026 -0.031
C 0.585 1.270 0.440
C 0.906 -1.848 -0.919
H 0.542 3.464 0.342
H 0.851 -2.901 -1.156
H 1.920 -1.618 -0.500
H 1.601 0.978 0.733
H 0.753 -1.080 -1.686
H -2.488 0.585 -0.491
```

HOMO-LUMO gap, Ha: 0.3315
ΔE to the lowest compared entry with this formula, charge and spin, eV: 0.0203
Total charge: -1
Calculated total energy, eV: -20612.9621
HOMO level, eV: -5.04


Entry from the OMol25 dataset: an isolated molecule of C4H6N2O3 in a non-equilibrium geometry (the ωB97M-V functional and the def2-TZVPD basis).

The geometry in XYZ format:
```
15
Properties=species:S:1:pos:R:3
O 0.026 -0.478 1.259
O -1.956 -1.455 -0.358
O -2.401 0.657 -0.833
N -0.735 1.599 0.947
N -1.781 -0.222 -0.300
C 1.173 -1.139 0.806
C 1.615 -0.845 -0.449
C 0.919 0.098 -1.291
C -0.533 0.360 0.381
H -1.616 1.982 0.779
H 1.600 -1.744 1.616
H 0.466 -0.278 -2.161
H 1.322 1.120 -1.504
H -0.687 1.490 1.955
H 2.590 -1.144 -0.849
```

HOMO-LUMO gap, Ha: 0.3246
ΔE to the lowest compared entry with this formula, charge and spin, eV: 6.9314
Calculated total energy, eV: -13362.0473
HOMO level, eV: -8.99